Record 1
The following is a quantum chemistry calculation of the ion C6H13N2 with charge +1 at a distorted geometry, from the OMol25 dataset.

Geometry as ORCA input:
```
! wB97M-V def2-TZVPD RIJCOSX def2/J DEFGRID3
* xyz 1 1
C -1.16590 -0.05751 0.55049
C -1.82987 -0.07172 -0.85836
C -2.65655 0.96742 -1.45571
C 1.95544 1.60267 -0.36719
C 1.99908 -1.03188 -0.14457
C 1.49892 0.34237 0.31625
N -0.00975 0.28609 0.14949
N -1.70105 0.07591 1.79762
H -1.63282 -1.02596 -1.42181
H -2.57674 1.86076 -0.83741
H -3.73591 0.38954 -1.26350
H -2.54008 1.23701 -2.51948
H 1.27851 1.69187 -1.22532
H 1.79253 2.52591 0.07726
H 3.05050 1.47334 -0.51985
H 1.73822 -1.29172 -1.19406
H 1.55135 -1.78740 0.50033
H 3.04128 -1.01314 -0.22797
H 1.77362 0.30564 1.37230
H -2.63615 -0.23698 2.02214
H -1.23932 0.06555 2.59100
*
```

E_LUMO (eV): -5.3
Frontier orbital gap (eV): 8.71

---

Record 2
The following is a quantum chemistry calculation of the ion C5H2N2O3S with charge -2 at a distorted geometry, from the OMol25 dataset.

Geometry as ORCA input:
```
! wB97M-V def2-TZVPD RIJCOSX def2/J DEFGRID3
* xyz -2 1
C -1.57716 0.28464 -0.92368
C -2.41520 -0.53505 -0.24637
C 0.75414 0.51817 -0.25801
C -0.12948 -2.44022 0.69094
C 2.90389 1.24194 0.77858
N -0.28939 0.63212 -0.92206
N 1.68150 0.40391 0.49689
O 3.27847 1.93799 -0.17513
O 0.20341 -2.26409 -0.43163
O 3.35197 1.08031 1.90577
S -2.12639 -1.51886 1.10801
H -2.09713 1.10564 -1.55160
H -3.53864 -0.44651 -0.47173
*
```

E_LUMO (eV): 5.9
Frontier orbital gap (eV): 5.57

---

Record 3
The following is a quantum chemistry calculation of an isolated molecule of C19H19N3O4 at a distorted geometry, from the OMol25 dataset.

Geometry as ORCA input:
```
! wB97M-V def2-TZVPD RIJCOSX def2/J DEFGRID3
* xyz 0 1
C -5.48621 -3.51058 0.44253
H -4.65792 -4.13316 0.08899
O -5.47071 -2.23876 -0.15945
C -4.39508 -1.43244 0.05301
C -3.28083 -1.76647 0.81638
C -2.24722 -0.86000 0.95771
C -2.28736 0.39005 0.35274
C -3.40319 0.71822 -0.40622
C -4.44268 -0.17841 -0.55358
H -5.31247 0.07477 -1.13883
H -3.48800 1.68097 -0.88618
C -1.08293 1.28869 0.53694
C 0.11021 0.67595 -0.13192
C 0.39291 0.48707 -1.44766
N 1.58881 -0.17016 -1.56022
N 2.14248 -0.28334 -0.29522
C 1.23018 0.18056 0.64758
O 1.36495 0.13695 1.85614
C 3.36272 -0.92818 -0.09484
C 3.91606 -1.71840 -1.10097
C 5.13776 -2.33418 -0.90021
C 5.81396 -2.17784 0.29715
C 5.25636 -1.40237 1.30080
C 4.04086 -0.77376 1.11267
H 3.60138 -0.17510 1.89238
H 5.77500 -1.27981 2.23959
H 6.76681 -2.66178 0.44841
H 5.55886 -2.94446 -1.68561
H 3.38783 -1.87303 -2.03019
H 2.22250 0.01160 -2.32707
C -0.37489 0.84012 -2.66901
H -1.43995 0.70187 -2.49769
H -0.18922 1.88137 -2.93459
H -0.06619 0.21306 -3.50189
H -0.84064 1.31992 1.60797
C -1.32357 2.73369 0.05716
N -0.08917 3.49964 0.25833
O 0.00762 4.16462 1.25902
O 0.76190 3.39101 -0.59711
H -2.11955 3.19327 0.64434
H -1.54874 2.74683 -1.00913
H -1.38710 -1.12644 1.55398
H -3.20694 -2.72392 1.30676
H -5.44751 -3.43917 1.53415
H -6.42980 -3.96536 0.14533
*
```

E_LUMO (eV): 0.5
Frontier orbital gap (eV): 8.61
SMILES: COc1ccc([C@H](C[N+](=O)[O-])c2c(C)[nH]n(-c3ccccc3)c2=O)cc1

---

Short version: ΔE to the lowest compared entry with this formula, charge and spin = 401.7; 29.5; 545.7 kJ/mol, in the order given.